1.
Molecular formula: C17H34AlBr2Cl8F2KLiNO5P
Method: DFT, wB97M-V/def2-TZVPD

Calculated values
HOMO level	-8.01	eV
calculated total energy	-307999.773	eV
gap between HOMO and LUMO	1.259	eV
maximum force	5.9	eV/Å
net charge	+1

Geometry (Å):
C (1.477, -2.523, 0.954)
N (1.282, -1.349, 0.026)
C (-0.162, -1.048, -0.194)
P (-0.585, 0.789, 0.146)
C (-1.734, 0.835, 1.650)
C (-0.884, 1.112, 2.964)
C (-0.040, -0.204, 3.387)
C (1.345, 0.200, 4.107)
C (2.325, 0.750, 2.938)
C (2.743, 2.298, 3.079)
O (2.894, 2.877, 1.733)
C (4.214, 2.585, 1.231)
H (2.326, -2.268, 1.682)
H (1.775, -3.484, 0.464)
H (0.547, -2.684, 1.630)
H (1.790, -0.563, 0.459)
H (-0.392, -1.205, -1.306)
H (-0.879, -1.658, 0.442)
H (0.600, 1.536, 0.562)
H (-2.305, -0.151, 1.780)
H (-2.538, 1.646, 1.566)
H (-1.504, 1.440, 3.860)
H (-0.128, 1.927, 2.693)
H (-0.648, -0.944, 4.014)
H (0.252, -0.737, 2.428)
H (1.796, -0.769, 4.484)
H (1.138, 0.931, 4.948)
H (1.833, 0.652, 1.923)
H (3.284, 0.119, 2.974)
H (1.885, 2.823, 3.602)
H (3.729, 2.375, 3.656)
H (4.863, 1.985, 1.951)
H (4.765, 3.566, 1.018)
H (4.142, 1.978, 0.270)
C (1.811, 3.268, -2.459)
Cl (3.508, 3.822, -2.428)
Cl (1.200, 3.355, -4.116)
Cl (1.725, 1.592, -1.872)
Cl (0.832, 4.311, -1.413)
C (2.071, -0.061, -6.475)
O (2.358, 0.906, -7.231)
O (1.638, 0.367, -5.251)
O (2.123, -1.286, -6.665)
H (1.738, 1.305, -5.496)
Li (-2.076, -2.044, 3.801)
Al (-1.752, -4.640, 3.009)
C (-7.287, -0.375, 1.530)
C (-5.766, -0.562, 1.700)
C (-5.112, -0.683, 0.312)
O (-5.564, -1.706, 2.361)
H (-7.752, -1.214, 1.005)
H (-7.784, -0.266, 2.498)
H (-7.495, 0.530, 0.951)
H (-5.389, 0.385, 2.127)
H (-5.497, -1.531, -0.262)
H (-4.024, -0.799, 0.394)
H (-5.300, 0.221, -0.275)
F (0.898, 2.177, 1.316)
C (-4.610, 1.935, -3.527)
Cl (-3.678, 2.959, -4.636)
Cl (-6.087, 2.787, -3.031)
Cl (-5.045, 0.420, -4.343)
Cl (-3.627, 1.571, -2.092)
Br (2.985, -3.441, -4.684)
C (4.216, -3.995, -3.285)
C (3.486, -4.346, -2.013)
Br (2.901, -2.744, -1.051)
H (4.936, -3.188, -3.159)
H (4.727, -4.872, -3.688)
H (4.154, -4.866, -1.322)
H (2.597, -4.954, -2.179)
F (-0.477, 0.888, -2.129)
K (5.215, 1.936, -3.041)



2.
Molecular formula: C22H15F7NO4S2Sn
Method: DFT, wB97M-V/def2-TZVPD

Calculated values
HOMO level	-11.51	eV
calculated total energy	-79252.347	eV
gap between HOMO and LUMO	7.352	eV
energy relative to the best compared isomer or geometry (same formula, charge and spin)	74.3	kJ/mol
maximum force	1.2	eV/Å
net charge	+1

Geometry (Å):
Sn (0.519, 0.020, -0.264)
F (-3.709, -2.936, -0.579)
C (-3.194, -1.730, -0.463)
F (-4.147, -0.822, -0.496)
F (-2.516, -1.647, 0.673)
S (-2.021, -1.500, -1.934)
O (-0.648, -1.466, -1.308)
O (-2.281, -2.588, -2.796)
N (-2.318, -0.096, -2.602)
S (-1.771, 1.113, -1.769)
O (-1.982, 0.983, -0.334)
O (-0.341, 1.383, -2.034)
C (-2.782, 2.572, -2.297)
F (-2.526, 2.867, -3.553)
F (-4.050, 2.276, -2.122)
F (-2.419, 3.561, -1.502)
F (5.932, -0.030, -3.045)
C (4.742, -0.045, -2.453)
C (4.678, 0.213, -1.096)
C (3.433, 0.200, -0.488)
C (2.291, -0.070, -1.251)
C (2.385, -0.330, -2.621)
C (3.625, -0.323, -3.226)
H (5.586, 0.408, -0.543)
H (3.369, 0.393, 0.577)
H (1.503, -0.539, -3.210)
H (3.745, -0.536, -4.280)
C (1.083, -2.466, 6.235)
C (0.996, -3.414, 5.227)
C (0.699, -3.018, 3.932)
C (0.480, -1.673, 3.639)
C (0.556, -0.724, 4.662)
C (0.860, -1.122, 5.951)
C (0.273, -1.301, 2.228)
C (0.010, -0.074, 1.756)
C (-0.538, 1.193, 2.251)
C (-1.741, 1.160, 2.950)
C (-2.280, 2.335, 3.457)
C (-1.631, 3.541, 3.250)
C (-0.434, 3.581, 2.544)
C (0.102, 2.412, 2.037)
H (1.335, -2.770, 7.242)
H (1.174, -4.459, 5.445)
H (0.645, -3.757, 3.140)
H (0.402, 0.325, 4.447)
H (0.936, -0.383, 6.737)
H (0.418, -2.122, 1.529)
H (-2.241, 0.211, 3.098)
H (-3.210, 2.305, 4.010)
H (-2.065, 4.459, 3.624)
H (0.075, 4.524, 2.390)
H (1.031, 2.444, 1.470)



3.
Molecular formula: C3H8N2
Method: DFT, wB97M-V/def2-TZVPD

Calculated values
SMILES	CC(C)=NN
HOMO level	-8.46	eV
calculated total energy	-6219.571	eV
gap between HOMO and LUMO	9.502	eV
energy relative to the best compared isomer or geometry (same formula, charge and spin)	219.6	kJ/mol
maximum force	2.5	eV/Å

Geometry (Å):
C (-1.509, -0.935, -0.052)
C (-0.198, -0.289, -0.138)
C (-0.207, 1.237, -0.071)
N (0.874, -1.012, -0.104)
N (2.095, -0.367, -0.135)
H (-1.420, -2.026, -0.271)
H (-1.780, -0.820, 1.058)
H (-2.301, -0.314, -0.679)
H (0.248, 1.696, -1.018)
H (0.435, 1.594, 0.743)
H (-1.252, 1.630, 0.124)
H (2.862, -0.946, 0.258)
H (2.153, 0.552, 0.286)



4.
Molecular formula: C4H7NO2
Method: DFT, wB97M-V/def2-TZVPD

Calculated values
SMILES	CC(=O)CNC=O
HOMO level	-9.92	eV
calculated total energy	-9846.655	eV
gap between HOMO and LUMO	10.547	eV
energy relative to the best compared isomer or geometry (same formula, charge and spin)	60.3	kJ/mol
maximum force	0.5	eV/Å

Geometry (Å):
C (1.863, 1.349, 0.450)
C (0.478, 0.780, 0.639)
O (-0.309, 1.236, 1.439)
C (0.104, -0.424, -0.219)
N (-1.239, -0.839, 0.073)
C (-2.085, -1.423, -0.817)
O (-3.249, -1.678, -0.598)
H (2.608, 0.559, 0.310)
H (2.121, 1.960, 1.317)
H (1.880, 1.984, -0.444)
H (0.846, -1.215, -0.020)
H (0.217, -0.154, -1.278)
H (-1.641, -0.480, 0.931)
H (-1.592, -1.653, -1.784)



5.
Molecular formula: C9H9FSi
Method: DFT, wB97M-V/def2-TZVPD

Calculated values
SMILES	C#C[Si@](C)(F)c1ccccc1
HOMO level	-9.50	eV
calculated total energy	-20073.603	eV
gap between HOMO and LUMO	10.376	eV
energy relative to the best compared isomer or geometry (same formula, charge and spin)	0.0	kJ/mol
maximum force	4.9	eV/Å

Geometry (Å):
C (3.128, 2.038, -0.275)
C (2.283, 1.331, 0.228)
Si (1.214, 0.048, 1.095)
C (0.547, 0.757, 2.798)
F (2.205, -1.268, 1.219)
C (-0.156, -0.359, -0.132)
C (-0.956, 0.633, -0.759)
C (-1.978, 0.264, -1.633)
C (-2.127, -1.113, -2.021)
C (-1.338, -2.112, -1.443)
C (-0.376, -1.657, -0.511)
H (3.793, 2.727, -0.778)
H (-0.325, 0.212, 3.036)
H (1.222, 0.687, 3.563)
H (0.477, 1.745, 2.675)
H (-0.680, 1.605, -0.391)
H (-2.530, 1.142, -1.950)
H (-2.993, -1.182, -2.707)
H (-1.570, -3.054, -1.860)
H (0.161, -2.445, -0.153)



6.
Molecular formula: C2H5OPS3
Method: DFT, wB97M-V/def2-TZVPD

Calculated values
SMILES	O=P#[SH]=C(S)CS
HOMO level (spin up / spin down)	-8.22 / -8.22	eV
calculated total energy	-45994.659	eV
gap between HOMO and LUMO (spin up / spin down)	7.725 / 7.724	eV
energy relative to the best compared isomer or geometry (same formula, charge and spin)	311.9	kJ/mol
maximum force	3.0	eV/Å

Geometry (Å):
O (-1.939, 2.505, 0.326)
P (-0.744, 2.354, 1.117)
S (-0.318, -0.094, 1.695)
C (0.478, 0.349, 0.122)
S (2.231, -0.288, 0.089)
C (-0.197, -0.044, -1.156)
S (-0.269, -1.889, -1.270)
H (0.654, 0.016, 2.605)
H (1.756, -1.591, -0.232)
H (-1.216, 0.400, -1.208)
H (0.319, 0.168, -2.120)
H (-0.756, -1.887, 0.032)